Entry 1:
102
Properties=species:S:1:pos:R:3:forces:R:3 method="wB97M-V/def2-TZVPD" e_tot_ev=-85840.169 homo_energy_ev=-4.01 largest_force_ev_per_a=3.28 charge=-1
C 2.606222 1.633106 2.619352 -0.1 -0.5 0.0
C 2.513515 0.570654 2.011768 -1.5 1.5 -1.1
C 2.056396 -0.466714 0.892117 0.2 0.0 1.1
O 0.736279 -0.998855 1.074892 1.7 0.0 -0.5
P -0.497464 -0.056005 0.255104 -0.1 2.7 1.9
C -1.189212 -1.480747 -0.804038 -1.5 -0.4 -0.3
Cl 0.099980 -2.515818 -1.628177 -0.3 0.1 0.1
C -2.208858 -2.452461 -0.062982 0.4 -0.9 -0.2
C -1.785473 -2.891180 1.402239 -0.5 -0.7 -0.1
Si -1.932485 1.537867 -0.436089 -0.1 0.6 -0.1
C -3.635708 1.139273 0.353882 -0.9 0.1 0.8
C -1.971478 1.746684 -2.341531 0.0 0.6 -1.0
C -1.400022 3.261304 0.276888 -0.3 -0.3 0.0
O 0.670001 0.523231 -0.948077 2.5 -1.4 -0.4
C 2.003435 0.091135 -0.641328 -0.6 -0.3 -0.1
P 3.416937 1.239379 -1.082112 3.0 -0.5 1.1
N 4.743965 0.571412 -0.492412 -0.9 1.1 -0.3
O 3.295715 2.775268 -0.405198 -0.2 -0.9 -1.9
O 3.665287 1.349376 -2.752392 -1.8 -0.2 1.7
H 2.609309 2.602896 3.181082 0.2 -1.8 -0.9
H 2.813187 -1.295182 1.045187 -1.0 0.8 -0.9
H -1.432343 -0.165876 1.358470 0.1 -1.1 -0.2
H 0.056451 1.041091 1.050086 -0.3 0.1 0.1
H -1.776533 -0.993860 -1.653238 1.1 -0.7 0.9
H -2.241893 -3.411806 -0.684902 0.0 1.3 0.7
H -3.276867 -2.052240 -0.096630 1.5 -0.2 0.2
H -2.298674 -3.878093 1.654921 0.5 1.3 -0.3
H -0.671802 -3.118147 1.481637 -1.4 0.7 -0.1
H -2.126486 -2.128414 2.161271 0.7 -0.8 -0.8
H -4.392328 1.993650 0.273984 0.8 -1.2 -0.1
H -4.083414 0.160472 -0.009715 0.4 1.2 0.3
H -3.463259 1.012721 1.478123 -0.1 0.1 -1.4
H -2.659833 2.570132 -2.712881 0.6 -0.9 0.4
H -2.236797 0.811334 -2.917695 0.3 0.9 0.6
H -0.915936 2.058886 -2.648113 -1.3 -0.5 0.4
H -0.647255 3.168227 1.115842 -0.8 0.1 -1.0
H -2.334562 3.754600 0.688422 1.3 -0.3 -0.7
H -0.948135 3.835252 -0.591081 -0.6 -0.3 1.2
H 2.302227 -0.860715 -1.209817 -0.4 1.2 0.3
H 5.172168 1.242259 0.166940 -0.3 -0.7 -0.3
H 4.048703 3.283564 -0.785681 -0.7 -0.4 0.4
H 2.978864 0.848856 -3.247858 0.4 0.4 0.2
C -0.237196 3.263193 4.620566 -0.1 0.3 -0.1
C -1.021098 2.221421 5.402593 0.7 -0.3 -0.3
C -0.200276 1.663669 6.556023 -0.1 -0.1 0.3
O -1.399228 1.159605 4.531058 -0.3 0.0 0.2
H 0.666238 2.824750 4.187619 -0.1 -0.1 0.1
H -0.832739 3.646967 3.788649 0.0 0.0 0.1
H 0.053343 4.102447 5.258969 0.0 0.0 0.0
H -1.942194 2.666798 5.788581 -0.1 -0.2 -0.1
H 0.705286 1.172204 6.187319 0.0 0.1 -0.1
H -0.770679 0.908375 7.102707 0.0 0.1 0.0
H 0.090830 2.454360 7.252856 0.0 0.0 0.0
H -0.592363 0.756184 4.180324 -0.1 0.1 -0.2
C -2.427133 8.501949 0.989745 0.2 0.2 0.1
C -2.337788 7.228112 0.162512 -0.7 0.1 0.3
C -3.499478 7.119561 -0.813272 0.0 -0.1 -0.3
O -2.339540 6.098218 1.028752 0.2 0.2 0.0
H -3.345970 8.516651 1.584605 -0.1 0.0 -0.1
H -1.593275 8.561285 1.693370 0.0 0.0 -0.1
H -2.410420 9.389658 0.352056 0.0 0.0 0.1
H -1.393519 7.212710 -0.387293 0.0 -0.2 0.1
H -4.454866 7.087020 -0.279736 0.1 0.1 0.1
H -3.428220 6.195762 -1.392197 0.1 0.1 0.0
H -3.515071 7.965722 -1.505142 0.0 0.0 0.0
H -3.170832 6.100742 1.520994 0.1 0.0 -0.1
C -3.263630 -5.202714 5.998345 0.2 0.1 0.2
C -3.304015 -4.531125 4.634082 -0.4 -0.5 0.0
C -4.727534 -4.430412 4.108821 -0.1 0.2 -0.2
O -2.510556 -5.276458 3.714294 0.2 0.1 0.0
H -3.655951 -6.223402 5.942272 -0.1 0.1 -0.1
H -2.234690 -5.278183 6.358115 -0.1 0.1 0.0
H -3.850239 -4.643560 6.731529 0.0 -0.1 0.0
H -2.866658 -3.532325 4.703216 0.1 -0.1 -0.2
H -5.169845 -5.424895 3.988156 0.0 0.0 0.1
H -4.739820 -3.956388 3.124528 0.1 0.0 0.1
H -5.358057 -3.848082 4.785274 0.0 0.0 0.0
H -2.887314 -6.162906 3.644020 0.0 0.1 0.0
C 4.890819 -1.968590 -6.757326 -0.1 -0.1 -0.3
C 4.407895 -0.765251 -5.961499 0.4 -0.4 0.5
C 5.547930 -0.121248 -5.186797 0.0 0.3 0.0
O 3.388205 -1.175459 -5.054191 -0.1 0.3 -0.1
H 5.298990 -2.736499 -6.092820 0.1 0.1 0.0
H 4.060700 -2.427896 -7.300151 0.0 0.1 0.0
H 5.663146 -1.682788 -7.476257 0.0 0.0 0.0
H 3.962932 -0.031194 -6.638875 -0.1 -0.1 0.1
H 5.978618 -0.826273 -4.469346 0.0 0.0 -0.1
H 5.186830 0.733408 -4.611405 0.0 -0.1 -0.1
H 6.339667 0.219429 -5.859890 0.0 0.0 0.0
H 3.771693 -1.828099 -4.447775 -0.2 -0.1 -0.1
C 2.345634 -4.921355 -5.624183 0.1 0.0 -0.3
C 3.030213 -5.023153 -4.269729 -0.7 0.1 0.0
C 2.291496 -5.979934 -3.346984 0.1 -0.2 0.2
O 3.085755 -3.732921 -3.667839 0.4 0.0 0.0
H 1.326146 -4.538636 -5.517426 0.0 -0.1 0.1
H 2.879657 -4.222699 -6.272211 0.0 -0.1 0.1
H 2.302859 -5.895056 -6.119281 0.0 0.0 0.0
H 4.060723 -5.363171 -4.403375 0.0 0.2 0.1
H 1.270140 -5.632959 -3.162872 0.0 0.0 -0.1
H 2.787229 -6.034657 -2.374924 0.0 0.0 -0.1
H 2.247035 -6.985135 -3.774189 0.0 0.0 0.0
H 2.178380 -3.423247 -3.545180 0.0 0.0 0.1


Entry 2:
9
Properties=species:S:1:pos:R:3:forces:R:3 method="wB97M-V/def2-TZVPD" e_tot_ev=-29572.407 homo_energy_ev=-10.63 largest_force_ev_per_a=2.54 charge=0
C 2.350149 0.085044 0.012014 1.3 -0.3 1.0
C 1.627956 1.043825 0.076176 0.9 -1.7 -0.3
O -3.218925 -0.715874 -0.752689 -0.8 0.3 -1.3
O -0.768885 -0.845442 -0.665482 -0.7 -0.1 -0.2
S -2.162561 -0.784711 0.176368 2.0 -0.2 1.5
Cl -1.864848 1.186323 0.998418 -0.1 -0.2 -0.2
H 3.155060 -0.623019 0.254150 -0.9 0.6 -0.6
H 0.036641 -1.053972 -0.148890 -0.5 0.3 0.1
H 0.845417 1.707824 0.049938 -1.1 1.3 0.0


Entry 3:
86
Properties=species:S:1:pos:R:3:forces:R:3 method="wB97M-V/def2-TZVPD" e_tot_ev=-379083.579 homo_energy_ev=-4.91 largest_force_ev_per_a=6.01 charge=-1
C -2.220333 2.977011 -0.106269 -0.5 1.3 -1.1
C -0.946744 2.080690 -0.478031 -1.0 -0.1 0.8
Br 0.570542 3.421644 -0.574312 -0.9 -0.6 -0.3
C -0.472937 0.999420 0.623385 0.9 0.4 -1.1
Br -1.210285 1.706901 2.367768 1.0 -1.0 -0.9
C -0.929606 -0.528954 0.322835 -0.8 -0.7 3.1
O -0.781846 -1.017217 -0.995741 1.2 0.9 0.8
C 0.478421 -1.195546 -1.597164 1.9 -3.3 -3.4
C 1.510439 -2.221072 -0.872142 -1.3 -1.2 0.7
O 2.361416 -1.562682 0.128042 -0.6 0.1 -1.1
N 3.429108 -2.411081 0.271815 1.9 0.9 0.1
O 4.433777 -1.790259 0.438111 -1.2 -0.9 0.3
P 1.504123 0.319318 -2.043083 0.8 3.9 4.0
O 0.777014 1.379703 -3.153577 1.3 -1.4 -0.6
O 3.156386 0.024813 -2.281402 -1.0 -0.5 -0.9
C 0.179736 -1.984483 -3.020610 -0.6 -1.0 0.8
Br -1.654295 -1.297735 -3.571688 0.6 0.1 -0.6
O -0.036561 -3.371675 -2.710129 0.1 1.7 -1.2
C -0.302602 -4.185860 -3.858816 0.6 -2.1 -1.3
C -1.526483 -5.238178 -3.676646 -0.9 -0.1 -0.1
C -2.629907 -4.801300 -2.617350 3.0 -0.9 3.1
O -2.354151 -4.860029 -1.406451 -2.1 0.6 -4.5
Cl -4.270908 -4.297618 -3.302455 1.1 -0.3 0.6
C 0.978498 -5.148882 -4.166877 4.4 -3.0 0.5
O 1.149272 -5.582836 -5.361939 -1.7 1.8 2.5
O 1.861104 -5.552408 -3.182523 -4.3 2.7 -2.9
C 1.255008 -1.706148 -4.154020 2.9 0.8 -3.8
C 0.975797 -0.772447 -5.393219 3.3 -1.7 0.2
C 2.074683 -0.587589 -6.487105 -0.4 -1.0 2.5
N 3.371164 -1.180815 -6.503754 -3.2 -0.9 3.4
C 3.626397 -2.054918 -5.407103 -2.2 0.6 1.0
C 2.680938 -2.373505 -4.218401 -1.5 2.2 -2.3
C -0.490155 -1.558453 1.512727 0.5 -1.2 -0.5
C -1.164086 -2.943523 1.436386 2.7 -0.6 3.8
C -0.719238 -3.977902 2.538836 1.9 5.6 -0.8
C 0.366145 -3.369422 3.487987 -0.9 0.3 -1.2
C 0.940256 -1.948555 3.401474 -2.5 -2.2 -2.0
N 0.501869 -1.061188 2.388730 -1.5 -3.8 0.6
P -2.862954 -0.374157 0.555908 -1.3 1.3 0.7
O -3.281447 -0.824683 2.173422 0.3 0.1 -1.7
Br -3.967760 -1.844482 -0.754864 0.6 -0.2 0.5
H -1.979975 3.879397 0.574396 -0.2 -1.8 -0.9
H -2.565609 3.463265 -1.102302 0.6 -0.8 1.5
H -3.125573 2.417608 0.290919 1.5 0.5 -0.5
H -1.162177 1.586949 -1.480884 0.8 0.7 1.2
H 0.679697 1.019894 0.637029 -1.9 -0.1 0.3
H 2.189513 -2.775012 -1.592077 -1.1 1.0 0.6
H 0.913776 -3.036382 -0.307635 0.7 1.4 -1.2
H 1.306968 2.215089 -3.112743 -0.7 -0.9 0.3
H 3.681363 0.561761 -1.641681 -1.1 -0.5 -0.5
H -0.514613 -3.638895 -4.834734 0.4 -0.2 1.6
H -2.065140 -5.422533 -4.676923 1.1 0.4 1.4
H -1.086821 -6.236557 -3.321164 -0.8 1.5 -0.2
H 0.003494 -0.207524 -5.543976 1.5 -1.0 0.4
H 1.830550 0.132637 -7.353299 0.5 -1.4 1.5
H 4.652660 -2.578217 -5.392598 -1.9 1.0 -0.1
H 3.028598 -3.116315 -3.434957 -0.6 0.9 -1.2
H -1.936456 -3.285028 0.675397 1.2 0.9 0.9
H -1.138285 -5.028512 2.626880 0.7 1.6 -0.1
H 0.777040 -4.056675 4.310452 -0.7 1.2 -1.3
H 1.763951 -1.608197 4.128902 -1.5 -0.5 -1.4
H -4.096158 -0.304585 2.359309 0.8 -0.4 -0.2
C 3.706395 7.408729 0.697430 0.2 0.3 0.2
C 3.529881 8.654802 1.138456 0.2 -0.3 -0.1
C 2.210475 9.317042 1.058233 -0.1 0.4 0.1
O 2.049272 10.455219 1.458858 0.1 -0.3 -0.1
C 1.094768 8.544359 0.472085 -0.1 -0.3 -0.1
C 1.271113 7.298106 0.030935 -0.3 0.3 0.0
C 2.590394 6.636169 0.111183 0.0 -0.5 -0.2
O 2.751058 5.499413 -0.289023 0.1 0.4 0.1
H 4.665553 6.908639 0.747687 0.0 0.0 0.0
H 4.336107 9.234221 1.571070 0.0 0.0 0.0
H 0.135607 9.044323 0.421866 0.0 0.0 0.0
H 0.464860 6.718249 -0.401708 0.0 -0.1 0.0
C -3.667635 0.587186 7.959071 -0.1 0.3 -0.1
C -3.565055 1.403233 6.909469 -0.1 0.0 0.3
C -2.915619 0.962164 5.656653 0.1 0.1 -0.4
O -2.818833 1.704797 4.698426 -0.3 0.0 0.6
C -2.386121 -0.417600 5.611223 0.1 -0.3 0.0
C -2.488931 -1.233630 6.661354 0.1 0.1 -0.2
C -3.138070 -0.793178 7.914135 0.0 -0.4 0.3
O -3.234361 -1.537557 8.872742 0.0 0.2 -0.2
H -4.139211 0.893261 8.884638 0.0 0.0 0.0
H -3.947905 2.416293 6.925299 0.0 0.0 0.0
H -1.914271 -0.723745 4.684624 0.0 0.0 -0.1
H -2.106069 -2.246563 6.645226 0.0 0.0 0.0


Entry 4:
21
Properties=species:S:1:pos:R:3:forces:R:3 method="wB97M-V/def2-TZVPD" e_tot_ev=-9970.528 smiles="CC(=O)NCC(C)C" homo_energy_ev=-9.51 largest_force_ev_per_a=2.42 charge=0
C 0.357802 1.219767 2.704350 2.0 0.2 -0.5
C -0.023879 0.133011 1.771788 -1.5 -0.6 -1.0
O -1.113113 -0.422642 1.846791 0.2 0.1 0.2
N 0.808303 -0.186010 0.740820 0.7 0.3 -0.5
C 0.372649 -0.937489 -0.433051 0.5 -1.1 1.2
C -0.371455 -0.141884 -1.468528 0.6 1.0 -1.8
C -0.668378 -1.019573 -2.694195 -1.9 -1.5 0.3
C 0.418186 1.098300 -1.993257 1.7 -0.4 0.3
H -0.430503 1.414877 3.421818 0.2 0.2 -0.1
H 0.722187 2.066372 2.094675 -0.9 0.1 0.3
H 1.321883 0.930516 3.142991 -0.4 -0.1 0.7
H 1.696701 0.266056 0.586337 -0.2 0.3 0.6
H 1.294808 -1.370063 -0.839855 -0.2 0.1 -0.2
H -0.201554 -1.796183 -0.036706 -0.1 0.5 -0.5
H -1.236274 0.306010 -0.994200 -0.7 -0.6 -0.1
H 0.131716 -1.625156 -3.135615 0.5 0.7 0.4
H -1.187894 -0.523513 -3.509391 0.3 0.6 0.0
H -1.411977 -1.807498 -2.454916 0.3 0.2 0.3
H -0.023814 2.055016 -1.750861 -0.2 0.1 0.3
H 0.630851 1.134108 -3.074345 -0.5 -0.4 0.3
H 1.443273 1.062438 -1.558372 -0.5 0.4 -0.1